1.
C19H38Br3Cl6CuNO3 as an isolated structure, computed with ωB97M-V with the def2-TZVPD basis set.

Output
expectation value of S²: 0.755
gap between HOMO and LUMO (spin up / spin down): 6.193 / 5.221 eV
2S+1: 2
total charge: +2
highest occupied orbital energy (spin up / spin down): -14.40 / -14.40 eV

Each line ends with the Mulliken charge.
CARTESIAN COORDINATES (ANGSTROEM)
H (-2.50, -2.15, -0.01)  -0.207
Cl (-2.56, -4.91, -1.01)  -0.117
H (-0.30, -0.14, 0.07)  -0.149
Cl (-5.46, -2.30, 0.72)  -0.050
C (0.20, 0.32, -3.70)  0.420
H (1.25, 3.44, 3.51)  0.448
C (3.14, 1.21, 2.39)  -0.637
H (1.71, 1.07, 0.81)  0.183
H (-6.20, 0.35, -0.50)  0.379
C (-5.61, 0.99, -1.15)  -0.340
H (3.36, -2.86, -0.61)  0.361
H (1.83, 6.00, 1.94)  0.336
C (1.73, 1.53, 1.80)  -0.560
C (2.73, 3.44, 0.37)  -0.864
H (1.67, -2.10, -0.42)  -0.408
C (-0.99, -0.61, -3.64)  0.340
H (-3.81, -3.79, 1.58)  -0.080
Cu (-0.20, -2.66, 3.48)  0.758
H (3.74, 3.43, 0.78)  0.334
C (1.68, 3.94, 2.64)  -0.541
H (2.49, 4.43, -0.01)  0.415
H (4.00, 1.57, 1.83)  0.294
H (-0.91, 5.12, 1.18)  0.440
H (2.74, 4.01, 2.86)  0.429
H (-0.80, -5.29, 0.52)  0.007
C (-1.75, -1.44, -0.38)  0.213
C (0.00, -0.60, -5.78)  -0.389
H (5.43, -0.81, 2.13)  0.359
C (-1.36, -0.71, -5.14)  -0.834
Cl (-5.46, -3.82, 3.25)  -0.161
Br (-6.86, 2.24, -2.15)  0.006
H (-2.31, -0.75, -1.02)  -0.092
H (0.59, 5.66, 3.08)  0.345
C (-1.57, -5.89, 0.03)  -0.095
Br (-4.33, 2.06, -0.04)  -0.023
N (1.68, 3.01, 1.42)  0.194
H (-1.62, 0.06, 1.19)  0.445
H (2.63, -0.77, 3.05)  0.184
Cl (2.35, -2.49, -2.74)  -0.137
H (-0.78, -1.62, -3.29)  0.144
H (0.51, 5.42, 0.18)  0.327
H (2.78, 2.69, -0.43)  0.363
C (-0.99, -0.69, 0.72)  0.085
Br (-4.71, -0.37, -2.39)  0.019
C (0.14, 4.87, 1.04)  -0.714
C (0.27, 3.34, 0.84)  -0.410
O (0.67, 1.02, -2.82)  -0.584
H (4.84, -1.40, 3.77)  0.358
O (-0.30, -1.53, 1.60)  -0.128
H (0.96, 1.27, 2.52)  0.430
C (-4.90, -3.74, 1.54)  -0.055
Cl (-0.64, -7.17, -0.90)  -0.142
C (3.46, -0.30, 2.53)  -0.110
H (-1.81, -0.19, -3.05)  -0.081
H (-0.50, 2.84, 1.43)  0.376
C (1.11, 5.23, 2.23)  -0.764
C (4.85, -0.61, 3.03)  -1.240
H (0.32, 3.10, -0.22)  0.297
H (3.42, -0.74, 1.54)  0.082
H (3.10, 1.61, 3.40)  0.336
C (2.32, -2.79, -0.95)  0.296
H (-0.28, -0.14, -6.73)  0.350
H (-2.25, -6.31, 0.76)  0.350
H (5.20, 0.27, 3.58)  0.308
H (-5.14, -4.65, 0.98)  0.326
H (-1.97, 0.15, -5.42)  0.324
Cl (1.86, -4.42, -0.55)  -0.131
H (0.36, -1.62, -5.91)  0.266
H (-1.93, -1.62, -5.36)  0.406
O (0.76, 0.25, -4.89)  -0.357
H (-1.08, -1.94, -1.08)  0.068

***

2.
A 8-piece molecular cluster, C19H38BrFNO29S7 overall, computed with ωB97M-V with the def2-TZVPD basis set.

Output
gap between HOMO and LUMO: 9.729 eV
total charge: +1
highest occupied orbital energy: -12.19 eV

Each line ends with the Mulliken charge.
CARTESIAN COORDINATES (ANGSTROEM)
C (5.60, 2.16, 1.95)  -0.287
H (4.64, -0.83, -4.25)  0.294
H (-2.11, 4.74, -6.00)  0.312
H (7.51, -3.03, 5.93)  0.290
O (-5.81, 6.05, 0.89)  -0.357
O (-5.73, -6.38, 0.71)  -0.559
C (-1.59, 0.96, -0.81)  0.325
F (-2.64, 3.04, -0.75)  -0.264
O (4.28, 1.51, -2.85)  -0.306
S (-5.69, 7.27, -0.16)  1.071
S (3.46, 0.48, -1.95)  1.208
C (-7.19, -3.41, 1.75)  -0.289
H (-3.28, 3.08, -3.71)  0.020
O (4.35, -0.81, -2.22)  -0.315
H (5.84, 2.43, 0.92)  0.295
O (-3.42, -2.97, -1.76)  -0.292
H (8.19, -3.79, 3.04)  0.292
H (5.82, 1.30, -4.24)  0.343
C (-3.54, 6.13, 0.37)  -0.164
H (-4.08, -5.27, -0.40)  0.079
S (7.32, -5.80, 5.04)  1.099
H (-4.56, -4.48, -2.65)  0.351
H (-3.83, 3.12, -5.40)  0.370
O (-2.16, -4.51, -0.41)  -0.328
O (-6.70, -4.12, 0.60)  -0.296
H (6.09, -1.20, -3.29)  0.352
C (4.74, 0.91, 2.01)  0.292
H (-2.83, -4.44, -3.08)  0.314
C (-2.96, 3.20, -4.75)  -0.026
O (0.33, 2.49, -5.71)  -0.599
H (4.27, 0.80, 2.99)  0.334
O (-0.25, 2.13, -3.32)  -0.335
S (7.07, 0.21, 2.45)  1.193
S (-0.54, 2.66, -4.61)  0.847
C (-7.10, -4.40, 2.89)  -0.339
H (-8.23, -3.13, 1.55)  0.269
O (-7.46, -5.66, 2.31)  -0.295
O (-8.08, -6.06, -0.03)  -0.532
H (-0.58, 1.28, 2.04)  0.477
H (-1.97, 0.88, -1.84)  0.554
H (-4.88, 4.48, -0.04)  0.263
H (-7.76, -4.15, 3.71)  0.323
H (-0.78, 2.87, -1.34)  0.246
O (-1.13, -2.38, -1.08)  -0.774
H (0.19, 0.58, -1.72)  0.328
C (5.51, 0.90, -3.28)  -0.356
H (-2.73, 5.60, -0.13)  0.135
S (-2.35, -2.94, -0.58)  1.174
H (-0.31, -0.67, -0.80)  0.568
C (-1.42, 2.46, -0.55)  0.156
Br (1.37, 2.83, 2.15)  -0.172
C (-3.55, -4.31, -2.27)  -0.403
O (2.17, 0.29, -2.52)  -0.747
O (6.81, 1.79, 2.62)  -0.385
O (-0.93, 2.80, 0.71)  -0.286
O (-2.01, 2.17, -5.04)  -0.332
H (-2.64, 5.32, -4.41)  0.351
O (3.58, 0.85, -0.57)  -0.681
H (1.09, 0.10, 0.79)  0.358
C (-4.67, 5.20, 0.76)  -0.228
S (-6.98, -5.70, 0.78)  1.121
H (-4.48, 4.67, 1.69)  0.319
H (-3.25, 0.92, 0.64)  0.382
H (1.48, 1.46, -0.24)  0.323
H (9.29, -3.13, 4.28)  0.311
C (0.66, 0.94, 0.23)  -0.792
H (-6.07, -4.48, 3.26)  0.277
H (5.13, 3.00, 2.45)  0.291
O (8.69, -5.10, 4.55)  -0.329
C (8.42, -3.76, 4.11)  -0.283
C (5.20, -0.58, -3.35)  -0.348
O (6.87, -6.69, 4.03)  -0.528
O (-6.45, 6.95, -1.31)  -0.526
O (-2.99, -2.43, 0.58)  -0.625
O (-4.13, 7.08, -0.52)  -0.334
H (-3.15, 6.66, 1.24)  0.348
C (-2.60, 0.23, 0.10)  -1.842
N (-0.24, 0.35, -0.82)  0.409
C (-2.20, 4.49, -4.95)  -0.409
C (-0.06, 1.83, 1.25)  -0.152
H (-2.92, -6.19, -1.39)  0.354
O (7.16, -0.36, 3.75)  -0.560
C (7.22, -3.32, 4.92)  -0.093
O (-0.88, 4.21, -4.44)  -0.310
H (-2.02, -0.37, 0.80)  0.527
H (3.96, 0.89, 1.24)  -0.217
O (-5.85, 8.49, 0.55)  -0.516
H (-6.60, -2.52, 1.92)  0.305
O (7.49, -6.20, 6.39)  -0.534
H (6.68, -2.50, 4.45)  0.138
O (8.08, 0.01, 1.47)  -0.563
O (6.39, -4.49, 5.01)  -0.335
O (5.65, -0.17, 1.81)  -0.248
C (-3.23, -5.19, -1.09)  -0.091
H (6.28, 1.11, -2.54)  0.289
H (-3.19, -0.49, -0.49)  0.310

***

3.
C19H38BrIO7ScSeSi4Te as an isolated structure, computed with ωB97M-V with the def2-TZVPD basis set.

Output
gap between HOMO and LUMO: 3.750 eV
total charge: -1
highest occupied orbital energy: -3.30 eV

Each line ends with the Mulliken charge.
CARTESIAN COORDINATES (ANGSTROEM)
H (-15.51, 6.51, -8.23)  0.039
H (-21.03, 6.61, -8.62)  0.501
H (-13.76, 9.77, -5.35)  0.080
H (-14.32, 11.67, -11.59)  0.274
Si (-13.65, 9.15, -8.97)  -0.591
C (-11.64, 9.85, -11.51)  -1.306
C (-12.82, 10.27, -5.68)  -0.925
O (-19.88, 11.57, -7.19)  -0.631
Se (-20.69, 5.24, -6.74)  1.139
Si (-12.96, 10.82, -7.44)  0.896
H (-10.50, 10.75, -7.98)  0.312
C (-16.44, 6.70, -2.56)  0.000
H (-13.85, 7.99, -13.17)  0.377
C (-16.06, 5.72, 0.08)  -0.468
C (-14.63, 5.92, -8.57)  -0.864
H (-11.08, 9.44, -10.62)  0.256
Sc (-19.28, 7.61, -6.49)  1.159
H (-15.13, 12.06, -7.10)  0.286
H (-11.35, 11.71, -9.14)  0.216
H (-15.52, 3.85, -0.84)  0.308
O (-21.36, 5.73, -8.43)  -0.488
H (-15.88, 5.36, 1.11)  0.329
H (-22.72, 10.20, -7.44)  0.373
O (-18.96, 5.56, -7.09)  -0.521
C (-11.30, 11.48, -8.08)  -1.080
C (-13.73, 7.74, -12.12)  -0.993
H (-22.78, 8.89, -8.65)  0.355
H (-12.65, 11.16, -5.03)  0.359
O (-20.12, 8.20, -8.24)  -0.611
H (-19.71, 10.08, -9.96)  0.219
H (-12.96, 6.97, -12.04)  0.319
C (-20.77, 10.09, -9.62)  -1.372
O (-21.20, 3.75, -6.22)  -0.521
H (-11.25, 9.35, -12.42)  0.398
Br (-17.04, 9.35, -1.54)  -0.141
H (-13.57, 7.16, -5.93)  -0.044
Te (-16.00, 9.44, -9.50)  -0.553
C (-16.07, 5.37, -2.34)  -0.341
H (-11.44, 10.92, -11.51)  0.348
C (-11.56, 6.56, -9.30)  -1.093
C (-22.20, 9.26, -7.73)  -1.494
Si (-13.43, 9.39, -11.26)  0.370
C (-16.64, 7.55, -1.42)  0.184
C (-15.82, 4.90, -1.03)  -0.528
H (-14.69, 7.29, -11.77)  0.206
H (-11.75, 5.62, -9.89)  0.276
C (-20.03, 10.36, -7.11)  0.377
C (-12.65, 6.94, -6.49)  -0.621
C (-20.78, 9.49, -8.16)  1.695
H (-21.13, 11.16, -9.63)  0.319
H (-10.63, 6.45, -8.77)  0.357
H (-14.52, 4.97, -8.02)  0.329
H (-11.02, 12.45, -7.53)  0.306
I (-16.55, 7.47, -4.62)  0.317
H (-16.73, 7.70, 0.71)  0.325
Si (-13.12, 7.00, -8.29)  0.988
O (-20.83, 6.56, -5.64)  -0.520
H (-14.43, 12.29, -8.65)  0.218
H (-21.47, 9.52, -10.24)  0.395
H (-15.29, 10.42, -12.43)  0.266
H (-14.78, 5.70, -9.62)  0.327
H (-11.97, 9.59, -5.61)  0.315
C (-14.17, 12.29, -7.57)  -1.063
H (-15.96, 4.73, -3.20)  0.444
H (-22.31, 8.44, -6.94)  0.149
C (-16.45, 7.05, -0.14)  -0.401
H (-13.78, 10.98, -13.12)  0.402
H (-11.38, 7.33, -10.01)  0.198
O (-19.48, 9.67, -6.12)  -0.673
H (-12.01, 7.80, -6.27)  0.021
H (-13.75, 13.27, -7.30)  0.344
C (-14.25, 10.74, -12.19)  -1.190
H (-12.17, 6.00, -6.16)  0.361

***

4.
A 7-piece molecular cluster, C19H38Cl2O18 overall, computed with ωB97M-V with the def2-TZVPD basis set.

Output
gap between HOMO and LUMO: 11.206 eV
structure (SMILES): COC(=O)OC.COC(=O)OC.COC(=O)OC.COC(=O)OC.COC(=O)OC.COC(=O)OC.ClCCl
highest occupied orbital energy: -10.75 eV

Each line ends with the Mulliken charge.
CARTESIAN COORDINATES (ANGSTROEM)
H (-0.23, 1.98, 6.48)  0.245
O (-4.50, -2.79, -3.91)  -0.327
C (6.59, -3.08, -1.11)  0.756
Cl (0.85, -0.10, 1.22)  -0.170
H (4.30, 0.13, 4.04)  0.351
H (-0.01, 1.88, 2.85)  0.198
H (-1.72, 5.46, -0.84)  0.293
O (1.76, 0.23, 5.72)  -0.595
C (-1.06, 2.11, 2.90)  -0.479
C (0.67, -4.05, -6.51)  -0.561
C (-3.98, -2.63, -5.22)  -0.406
O (-2.94, 1.87, 0.04)  -0.497
H (-4.19, 3.22, 2.44)  0.264
O (5.28, -2.90, -0.87)  -0.306
O (1.37, 2.41, 5.25)  -0.295
H (3.49, 0.05, 2.45)  0.181
H (-1.17, -1.50, -3.47)  -0.018
O (-4.50, -2.08, -1.82)  -0.564
H (-5.13, 2.87, 0.92)  0.289
C (4.84, -1.60, -0.54)  -0.551
H (-2.43, -0.35, -1.82)  0.282
H (8.77, -4.65, -0.44)  0.290
C (8.16, -4.80, -1.33)  -0.640
O (7.38, -2.16, -1.11)  -0.539
C (-2.65, 3.03, 0.11)  0.785
H (-1.30, 3.18, 2.87)  0.353
H (0.47, -1.64, -2.78)  0.327
H (-4.79, 2.16, 5.87)  0.312
C (1.88, 1.21, 5.04)  0.927
O (-3.38, 3.99, 0.71)  -0.398
H (5.20, -1.32, 0.45)  0.258
H (2.84, -0.80, 3.81)  0.381
H (-2.47, 0.87, -3.05)  0.460
H (0.00, 1.51, -0.27)  -0.387
H (-0.37, -3.83, -6.74)  0.222
H (8.64, -4.23, -2.13)  0.306
C (-0.11, -1.42, -3.68)  -0.478
C (-4.56, 1.09, 5.80)  -0.702
H (-5.09, 4.47, 1.67)  0.271
H (-1.56, 1.60, 2.07)  0.077
O (2.07, -1.10, -5.26)  -0.549
C (-4.51, 3.58, 1.46)  -0.509
H (8.15, -5.86, -1.55)  0.228
C (0.66, 2.61, 6.47)  -0.656
H (3.76, -1.52, -0.57)  0.205
H (-0.07, 4.86, -0.52)  0.252
O (-1.46, 3.47, -0.24)  -0.169
H (0.07, -0.36, -3.87)  0.400
O (0.23, -2.29, -4.73)  -0.339
C (1.35, -2.03, -5.41)  0.755
H (-4.53, -1.87, -5.76)  0.284
C (-2.86, 1.73, 4.36)  0.758
Cl (1.89, 0.56, -1.40)  -0.177
O (-3.59, 2.47, 3.74)  -0.692
O (-1.57, 1.60, 4.13)  -0.190
H (1.05, -4.64, -7.35)  0.272
H (-1.13, 5.26, 0.83)  0.323
H (-5.21, 0.73, 5.01)  0.301
H (5.10, -0.86, -1.30)  0.296
H (0.45, 3.66, 6.60)  0.227
O (6.81, -4.37, -1.19)  -0.312
H (0.74, -4.65, -5.61)  0.274
O (1.51, -2.91, -6.40)  -0.329
H (-2.95, -2.27, -5.21)  0.061
O (-3.65, -0.80, -3.45)  -0.447
O (2.66, 1.29, 3.95)  -0.329
H (-4.67, 0.56, 6.74)  0.226
C (0.43, 0.52, -0.37)  0.978
H (-3.93, -3.57, -5.76)  0.273
H (-0.27, -0.15, -0.86)  -0.208
C (3.34, 0.12, 3.52)  -0.755
H (-3.88, 0.62, -1.98)  0.342
C (-3.09, 0.13, -2.54)  -0.722
C (-4.22, -1.89, -2.97)  0.785
H (1.27, 2.21, 7.29)  0.338
C (-1.11, 4.85, -0.18)  -0.773
O (-3.20, 0.93, 5.36)  -0.335